(1)
# C23H21NO5

A cluster of 2 separate species, C23H21NO5 in total in a non-equilibrium geometry (ωB97M-V/def2-TZVPD, the Open Molecules 2025 dataset).

Structure (XYZ):
```
50
Properties=species:S:1:pos:R:3:lowdin_charge:R:1
C -6.01814 3.99367 -1.00262 -0.050
O -6.06265 2.54553 -1.03723 -0.058
C -4.87551 1.89365 -1.01543 -0.237
C -4.90230 0.47259 -0.98328 0.025
C -3.72287 -0.23064 -0.93513 0.020
C -2.45777 0.43151 -0.92437 -0.191
C -1.23528 -0.30126 -0.87520 0.069
C 0.00719 0.30296 -1.03322 -0.067
C 1.24996 -0.31010 -0.92800 0.058
C 2.47846 0.41405 -0.97019 -0.202
C 3.73570 -0.26274 -0.99256 0.003
C 4.92419 0.42581 -1.01508 0.019
C 4.91599 1.84699 -1.01822 -0.240
O 6.11418 2.47784 -1.02036 -0.061
C 6.09928 3.92581 -0.99574 -0.050
C 3.68567 2.54699 -1.00779 -0.002
C 2.50101 1.83908 -0.98254 0.004
C -2.46256 1.85507 -0.96036 0.004
C -3.63647 2.57728 -1.00850 -0.003
H -7.06667 4.28435 -1.00151 0.096
H -5.51453 4.35869 -0.09557 0.101
H -5.50589 4.40006 -1.88663 0.098
H -5.87114 -0.02281 -0.98794 0.129
H -3.72896 -1.32117 -0.90032 0.133
H -1.28282 -1.37706 -0.71415 0.129
H 0.00849 1.36105 -1.28577 0.082
H 1.28607 -1.39469 -0.81783 0.142
H 3.73371 -1.35350 -0.99219 0.128
H 5.88678 -0.08168 -1.02340 0.128
H 7.15406 4.19338 -0.99223 0.096
H 5.59924 4.33688 -1.88456 0.098
H 5.60052 4.30718 -0.09296 0.100
H 3.67142 3.63969 -1.00956 0.108
H 1.57885 2.41827 -0.96103 0.111
H -1.53443 2.42426 -0.93980 0.110
H -3.60367 3.66907 -1.02901 0.107
O -1.74204 -2.62833 1.79334 -0.085
C -1.00445 -3.61750 1.97200 -0.436
C -0.07765 -3.68528 3.12049 -0.123
N -0.11808 -2.55952 4.05614 -0.338
O -1.13286 -2.39706 4.74937 0.059
O 0.89285 -1.83059 4.11611 0.022
C 0.85487 -4.69404 3.27595 -0.066
C 0.89670 -5.75774 2.37641 -0.144
C 0.00445 -5.77387 1.28656 -0.141
C -0.91442 -4.76726 1.08615 -0.055
H 1.52775 -4.63048 4.13266 0.112
H 1.61808 -6.55857 2.53829 0.082
H 0.04145 -6.60344 0.58244 0.089
H -1.59576 -4.78242 0.23433 0.089
```

Output
molecular weight	391.42	g mol⁻¹
ΔE to the lowest compared entry with this formula, charge and spin	7.998	eV
lowest unoccupied orbital energy	-2.8	eV
HOMO	-5.692	eV
electronic energy	-1319.7578	a.u.
frontier orbital gap	2.88	eV

---

(2)
# C23H22Br12ClN3O2S

A structure of composition C23H22Br12ClN3O2S in a non-equilibrium geometry (ωB97M-V/def2-TZVPD, the Open Molecules 2025 dataset).

Structure (XYZ):
```
64
Properties=species:S:1:pos:R:3:lowdin_charge:R:1
C -0.20228 2.79590 3.64624 -0.216
C 0.14747 1.61232 2.55237 -0.067
C -0.91743 0.53022 1.92916 -0.038
C -2.49804 0.66820 2.45837 -0.109
C -3.35138 -0.59312 3.08326 -0.145
C -4.90092 -0.54663 3.61671 -0.057
C -5.69069 0.89195 3.56096 -0.063
C -4.87521 2.22872 2.97569 -0.051
C -3.30251 2.13318 2.41784 -0.011
C -0.46561 -0.66804 0.85342 -0.086
C -1.49953 -1.75820 0.19569 -0.116
C -1.76558 -1.27735 -1.37954 -0.549
O -2.11924 -2.13811 -2.35673 -0.096
Cl -1.59239 0.52015 -1.86697 0.573
C 1.13327 -0.80886 0.38326 -0.034
C 1.70110 -1.96966 -0.62569 -0.073
C 1.64047 -1.57342 -2.22781 -0.248
O 0.93067 -2.43217 -3.01143 -0.069
N 2.36304 -0.36921 -2.80714 -0.180
C 1.67679 0.18631 -4.03548 -0.142
C 3.76402 -0.91821 -3.14976 -0.099
C 2.17278 0.33195 1.01496 -0.183
N 3.64479 0.27819 0.58390 -0.262
S 4.28587 1.64849 1.50664 0.867
N 2.93760 2.34415 2.41397 -0.301
C 1.72481 1.51007 2.06337 -0.182
H -0.78219 2.24866 4.53394 0.107
H -0.91949 3.63888 3.22079 0.022
H 0.82110 3.24975 4.06040 -0.023
H -2.78509 -1.64382 3.10679 -0.137
H -5.37903 -1.56595 4.00704 0.099
H -6.79968 0.91149 3.93704 0.080
H -5.49074 3.23938 2.99637 0.082
H -2.76059 3.11700 2.01686 0.096
H -2.55582 -1.80979 0.69873 0.116
H -1.03960 -2.85630 0.25246 0.139
H 1.02622 -2.93794 -0.44860 0.126
H 2.82274 -2.20582 -0.30330 0.127
H 0.55091 -0.11746 -4.15627 0.091
H 2.26892 -0.07683 -5.03784 0.004
H 1.67859 1.37469 -3.92338 0.104
H 4.25133 -1.22487 -2.10590 0.094
H 4.46534 -0.11497 -3.63285 0.085
H 3.71083 -1.91718 -3.77521 0.112
C -1.36718 -3.89868 5.67923 -1.568
Br -1.61092 -2.52184 4.32681 0.740
Br 0.48818 -4.46954 5.80488 0.557
Br -2.07425 -3.35005 7.40640 0.567
H -1.94846 -4.76917 5.35767 -0.021
C 0.15152 -5.09715 -5.01597 -1.606
Br -1.69835 -5.38948 -4.48998 0.560
Br 1.04795 -6.76369 -5.46663 0.544
Br 0.29907 -3.78629 -6.44564 0.540
H 0.66940 -4.68072 -4.14567 -0.050
C 0.43743 6.83831 3.57560 -1.558
Br -1.41244 6.54597 4.10159 0.569
Br 1.33386 5.17176 3.12494 0.691
Br 0.58497 8.14916 2.14593 0.559
H 0.95530 7.25473 4.44590 -0.021
C 3.15252 1.46429 -7.94161 -1.585
Br 4.23279 1.73950 -6.34742 0.573
Br 4.24589 1.35361 -9.54670 0.560
Br 1.97416 -0.07289 -7.76105 0.583
H 2.51293 2.34638 -8.05062 -0.021
```

Output
molecular weight	1398.82	g mol⁻¹
lowest unoccupied orbital energy	-1.8	eV
HOMO	-8.363	eV
electronic energy	-32950.0358	a.u.
frontier orbital gap	6.54	eV

---

(3)
# C23H22Br4Ge2KO3S2

A structure of composition C23H22Br4Ge2KO3S2 in a non-equilibrium geometry (ωB97M-V/def2-TZVPD, the Open Molecules 2025 dataset).

Structure (XYZ):
```
57
Properties=species:S:1:pos:R:3:lowdin_charge:R:1
K -0.46235 -0.23007 1.47221 0.716
Br 3.73258 -2.46680 -3.74687 0.632
C 2.17048 -2.05399 -2.75403 -0.773
C 1.08943 -2.91922 -2.73534 -0.772
Br 1.12882 -4.52853 -3.73906 0.638
C -0.04086 -2.59443 -1.97131 -0.640
Br -1.52037 -3.77448 -1.83755 0.700
C -0.14795 -1.40206 -1.23078 -0.492
O -1.16321 -1.09610 -0.51150 -0.356
C 0.96879 -0.47503 -1.29436 -0.452
O 0.88731 0.66766 -0.63748 -0.330
C 2.09220 -0.85212 -2.02323 -0.631
Br 3.55075 0.36694 -1.98447 0.730
C -4.77640 3.58169 -1.13381 -0.277
Ge -3.65800 2.07260 -0.43629 0.710
C -4.05344 2.14432 1.50538 -0.269
C -4.59855 0.44164 -1.06674 -0.267
Ge -1.07682 1.62316 -0.77449 0.918
C -0.27443 3.41414 -0.29245 -0.291
C 1.07614 3.70257 -0.51373 -0.106
C 1.59164 4.97077 -0.27279 -0.106
C 0.76847 5.98435 0.20514 -0.129
C -0.56999 5.71215 0.45684 -0.112
C -1.07836 4.43926 0.21667 -0.126
C -0.89743 1.92319 -2.75202 -0.273
C -2.00410 2.28552 -3.52520 -0.125
C -1.87273 2.64179 -4.86369 -0.112
C -0.62280 2.62402 -5.46706 -0.125
C 0.48712 2.24568 -4.72208 -0.093
C 0.34852 1.90242 -3.38278 -0.105
H -5.79938 3.47895 -0.75784 0.002
H -4.79580 3.59546 -2.22624 -0.010
H -4.36737 4.53583 -0.79081 -0.006
H -5.05399 1.74368 1.69327 0.008
H -4.01730 3.17371 1.87140 0.009
H -3.33613 1.56364 2.08693 -0.051
H -5.52725 0.29491 -0.50762 0.001
H -3.94643 -0.42176 -0.90984 0.000
H -4.83025 0.50064 -2.13297 0.002
H 1.73211 2.91845 -0.87887 0.074
H 2.64017 5.17327 -0.46500 0.089
H 1.16629 6.97702 0.38296 0.083
H -1.22098 6.49239 0.83758 0.089
H -2.12448 4.24132 0.42674 0.053
H -2.98696 2.30046 -3.06882 0.044
H -2.74844 2.94000 -5.43024 0.088
H -0.51565 2.90349 -6.50935 0.084
H 1.46806 2.22506 -5.18371 0.094
H 1.22857 1.62376 -2.81706 0.038
C 1.55974 -1.02696 5.43758 -0.169
O 0.55083 -0.42201 4.64346 -0.315
C -0.45132 0.28298 5.26087 -1.412
S -0.49026 0.40261 6.93498 0.457
S -1.54283 0.94744 4.15988 0.460
H 2.23111 -1.51477 4.73119 0.081
H 1.13305 -1.75498 6.12709 0.061
H 2.09672 -0.28145 6.02314 0.063
```

Output
net charge	-2
molecular weight	914.49	g mol⁻¹
ΔE to the lowest compared entry with this formula, charge and spin	0.086	eV
lowest unoccupied orbital energy (spin up / spin down)	3.9 / 3.9	eV
multiplicity	2
HOMO (spin up / spin down)	-0.766 / -2.336	eV
electronic energy	-16961.6482	a.u.
frontier orbital gap (spin up / spin down)	4.63 / 6.19	eV
expectation value of S²	0.76

---

(4)
# C23H22CrN5O7Se3Te

A structure of composition C23H22CrN5O7Se3Te in a non-equilibrium geometry (ωB97M-V/def2-TZVPD, the Open Molecules 2025 dataset).

Structure (XYZ):
```
62
Properties=species:S:1:pos:R:3:lowdin_charge:R:1
Cr 1.43533 0.32600 -0.08428 0.260
C -0.37846 1.91119 2.21688 -0.066
N 0.36079 2.45489 1.07612 -0.236
C 1.24078 3.52635 1.52950 -0.153
C -0.56771 2.85018 0.04205 -0.193
C -1.36447 3.97506 0.20631 -0.045
C -2.43029 4.23919 -0.63790 -0.126
C -2.73824 3.31022 -1.62257 -0.112
C -1.91628 2.22117 -1.83684 -0.032
C -0.74577 2.00926 -1.07789 -0.195
N 0.16695 1.00330 -1.36019 -0.072
C 0.09260 0.38726 -2.62214 -0.259
C 0.01590 1.13741 -3.80319 -0.061
C -0.12604 0.53247 -5.03578 -0.109
C -0.19731 -0.84970 -5.13006 -0.111
C -0.04351 -1.60609 -3.98239 -0.045
C 0.14201 -1.00853 -2.74254 -0.225
N 0.33483 -1.80236 -1.55371 -0.207
C 1.24328 -2.92789 -1.74303 -0.097
C -0.94499 -2.29207 -1.05066 -0.065
H -0.91224 2.70512 2.76372 0.092
H 0.31574 1.42286 2.90621 0.102
H -1.11044 1.19208 1.86641 0.066
H 0.72445 4.22912 2.19815 0.079
H 1.65219 4.06255 0.67647 0.048
H 2.08403 3.09373 2.07179 0.077
H -1.16078 4.64863 1.03088 0.103
H -3.03949 5.12364 -0.49372 0.082
H -3.62513 3.43182 -2.23440 0.091
H -2.18163 1.50933 -2.60376 0.108
H 0.08706 2.21383 -3.73252 0.125
H -0.17278 1.14635 -5.92788 0.094
H -0.34071 -1.33757 -6.08681 0.087
H -0.08170 -2.68769 -4.04323 0.102
H 0.78425 -3.74569 -2.31893 0.075
H 1.52441 -3.32193 -0.76365 0.093
H 2.14259 -2.62168 -2.27315 0.062
H -1.42886 -2.96737 -1.77319 0.091
H -1.60457 -1.44851 -0.85828 0.081
H -0.77722 -2.84639 -0.12441 0.087
O 3.56282 -2.09473 2.67148 0.029
C 2.62952 -1.50406 2.13802 -0.585
O 2.74988 -0.63860 1.20397 -0.216
C 1.22236 -1.81028 2.60762 -0.021
C 1.06869 -2.64462 3.67962 0.078
C -0.20931 -2.99143 4.14083 -0.150
C -1.33488 -2.50582 3.51109 0.076
C -1.22203 -1.63754 2.43857 -0.062
C 0.08518 -1.24492 1.95351 -0.233
O 0.25974 -0.44635 0.97967 -0.180
N -2.44903 -1.20319 1.84402 -0.342
O -2.44548 -0.33747 0.99206 0.072
O -3.49019 -1.72623 2.22813 0.037
N -0.35501 -3.85493 5.27404 -0.371
O 0.64898 -4.25375 5.84127 0.053
O -1.48369 -4.16395 5.63658 0.036
H 1.94852 -3.03194 4.17281 0.128
H -2.31797 -2.78918 3.85217 0.124
Se 3.38759 -0.13740 -1.44162 0.079
Se 3.58766 0.26424 -3.64196 -0.104
Te 4.71370 3.66252 -0.74900 0.012
Se 2.98438 1.89009 -0.40031 -0.059
```

Output
net charge	-2
molecular weight	896.93	g mol⁻¹
lowest unoccupied orbital energy (spin up / spin down)	3.6 / 3.6	eV
multiplicity	2
HOMO (spin up / spin down)	-1.529 / -1.604	eV
electronic energy	-10206.8052	a.u.
frontier orbital gap (spin up / spin down)	5.09 / 5.17	eV
expectation value of S²	0.76